Density functional theory data (the ωB97M-V functional and the def2-TZVPD basis) for a structure of composition C31H45BeBrN2P2 in a non-equilibrium geometry.

Structure (XYZ):
```
82
Properties=species:S:1:pos:R:3:forces:R:3:mulliken_charge:R:1
Br -2.90481 -0.64984 -0.19758 -0.463 -0.995 2.229 0.047
P 2.41513 -0.07733 -1.35970 1.677 -1.272 -0.092 0.187
P -1.93088 -1.74280 -3.09767 -2.348 -2.740 0.955 1.072
N -0.81018 7.10510 -7.57949 -0.152 0.245 0.003 -0.515
N 0.66192 2.25328 -0.10789 -0.630 1.472 1.193 0.121
C -0.27235 4.51485 -4.15524 -0.822 -0.039 -0.104 1.540
C -0.50492 3.67395 -3.28289 0.136 1.405 -1.704 -1.482
C -0.38491 5.37483 -5.32571 0.503 1.187 -1.327 0.297
C -3.20944 1.26363 -2.12792 -0.187 -1.291 -0.069 -1.515
C -0.48373 7.60294 -6.38935 0.151 -0.697 0.217 -0.287
C -0.96642 2.77903 1.63101 0.280 0.117 -0.170 -1.068
C -2.58402 2.42767 -2.43997 -0.243 1.410 -0.530 0.128
C 1.08809 1.78742 2.25901 0.509 0.240 -0.374 -0.673
C 3.24530 -0.03177 -3.93755 0.246 -0.317 -0.455 -1.458
C -0.06867 2.46715 2.65717 -0.065 -0.405 -0.071 0.801
C -3.09993 -3.04370 -2.37013 -0.139 0.427 -0.005 -0.629
C -0.23687 6.78029 -5.27169 -0.254 0.205 0.137 -0.436
C 4.16945 0.37725 -0.81617 -0.202 0.003 -0.257 -0.540
C -0.33655 2.82933 4.08722 -0.430 -0.294 0.249 -1.327
C 2.89120 -2.87922 -0.57565 0.069 -0.228 0.090 -1.475
C 2.15343 -1.56354 -0.27034 -0.463 0.455 0.302 -0.301
C -0.69790 4.90430 -6.63857 -0.088 -0.165 0.370 -0.355
C -0.35924 1.38511 -2.74872 -1.913 -3.476 -1.013 2.473
C 5.26185 -0.69426 -0.92582 0.246 0.057 0.168 -1.532
C -1.20577 2.55693 -2.75930 0.269 -0.137 0.058 -1.480
C -4.09165 -3.62930 -3.37098 -0.533 -0.222 -0.127 -1.493
C -0.44157 -2.92641 -3.40055 0.181 0.951 0.278 -0.445
C -0.97510 0.21121 -2.13886 2.251 1.324 -1.140 -0.659
C -2.44387 0.06626 -1.79493 4.690 1.147 -1.722 0.626
C -2.56149 -1.00502 -4.60512 0.109 -0.245 -0.626 -0.475
C 2.74262 -1.03382 -2.90266 -0.152 0.340 -0.260 0.568
C -2.71091 -2.13958 -5.61291 -0.070 0.011 -0.617 -1.362
C 1.46559 1.77703 0.91422 0.070 -0.044 -0.349 0.384
C -0.55340 2.74422 0.30326 -0.263 -0.168 0.609 0.076
C -0.86887 -4.38262 -3.63409 -0.078 -0.019 -0.127 -1.421
C -0.92302 5.78764 -7.71056 0.293 -0.263 0.776 -0.327
Be 0.67217 2.44248 -1.83104 -0.156 -1.113 1.262 -0.456
H 3.19606 -0.47310 -4.94325 0.182 0.324 0.191 0.421
H -0.19362 -0.62690 -2.33391 -1.496 0.970 1.336 -0.860
H -1.75780 -2.63658 -5.76794 0.243 0.230 -0.393 0.349
H 4.28852 0.24785 -3.71840 -0.385 -0.019 -0.209 0.325
H 2.35746 -3.48187 -1.32645 0.175 0.203 0.215 0.233
H 2.63214 0.88287 -3.92418 0.197 -0.163 -0.121 0.257
H 0.17534 -2.92847 -2.48119 -0.254 0.329 -0.311 0.151
H -4.95669 -4.07150 -2.87582 0.129 -0.039 0.186 0.449
H 1.06698 -1.72440 -0.33709 0.119 -0.163 0.410 0.281
H -0.41563 8.69953 -6.33021 0.061 -0.632 0.136 0.358
H -1.24917 3.16474 -0.44073 0.638 -0.507 0.261 0.386
H -1.56696 -4.49677 -4.47234 0.304 -0.023 0.255 0.247
H 0.18152 -2.51024 -4.21483 -0.370 -0.248 0.294 0.552
H -4.48806 -2.85500 -4.04707 -0.109 -0.460 0.557 0.439
H 6.24253 -0.22920 -0.74331 -0.290 -0.176 -0.101 0.452
H -0.13916 2.00240 4.78203 0.015 0.106 -0.269 0.376
H 5.11859 -1.46368 -0.15441 0.182 0.311 -0.273 0.349
H 5.29986 -1.18800 -1.90626 0.022 0.203 0.246 0.324
H 1.72461 1.30934 3.02654 -0.147 0.565 -0.676 0.420
H 0.22490 1.00530 -3.73429 -0.770 1.261 2.104 0.751
H -3.12212 -1.78913 -6.55276 0.191 0.091 -0.257 0.422
H -2.49615 -3.86570 -1.92692 -0.418 0.981 -0.113 0.312
H 0.02587 -4.97690 -3.84444 -0.085 0.143 -0.038 0.501
H -3.36101 -2.92627 -5.26804 0.016 0.199 -0.231 0.284
H 0.04059 7.27757 -4.35669 0.012 -0.073 0.253 0.431
H 2.48721 1.41732 0.67311 -1.187 0.317 -0.066 0.288
H -3.60418 -2.53355 -1.52503 0.081 -0.448 -0.727 0.524
H -1.87438 -0.23289 -4.99315 -0.017 -0.297 0.290 0.376
H -1.99078 3.05008 1.88244 0.321 0.383 -0.199 0.384
H -3.25574 3.31127 -2.48309 0.761 -0.448 -0.085 0.460
H 4.45203 1.29186 -1.35994 -0.031 -0.231 0.128 0.486
H -4.29016 1.19001 -2.00114 0.297 0.250 -0.042 0.595
H 0.27084 3.67478 4.43578 0.064 -0.173 -0.375 0.320
H -1.37805 3.13300 4.20437 0.054 -0.052 0.048 0.371
H 1.80291 -1.50868 -3.24454 0.345 0.313 0.223 -0.805
H 3.92357 -2.74291 -0.92456 -0.564 -0.121 0.146 0.318
H -1.19935 5.42516 -8.71153 0.191 0.015 0.597 0.362
H -0.79681 3.85048 -6.84254 -0.027 -0.212 0.134 0.405
H -3.61647 -4.42541 -3.97076 -0.362 0.410 0.205 0.229
H 2.38321 -1.22525 0.75281 -0.248 -0.187 -0.185 0.638
H -3.48630 -0.44944 -4.37515 0.140 -0.430 0.040 0.412
H 3.44880 -1.86468 -2.73356 -0.272 0.532 -0.149 0.631
H -1.32456 -4.79504 -2.72259 0.368 -0.052 -0.592 0.318
H 4.11184 0.65137 0.24830 -0.028 0.066 -0.283 0.510
H 2.94457 -3.47217 0.34911 -0.079 0.085 -0.314 0.365
```
Positions in Å, forces in eV/Å.

Net charge: +2
Spin multiplicity: 1
Kohn-Sham gap (alpha / beta), eV: 5.54 / 5.25
Energy above the lowest of the compared OMol25 structures with the same formula, charge and spin, eV: 5.038
DFT total energy, Ha: -4588.403742